# 1
{
  "formula": "C18H26N6OPdS3Se",
  "method": "ωB97M-V/def2-TZVPD",
  "total_energy_ev": -131408.60669,
  "lumo_energy_ha": 0.0210,
  "total_charge": 0,
  "max_force_ev_per_a": 0.912,
  "e_above_lowest_ev": 0.440,
  "homo_energy_ha": -0.2421,
  "elements": ["Pd", "C", "N", "C", "N", "S", "H", "H", "H", "H", "H", "H", "C", "N", "C", "C", "N", "C", "C", "Se", "H", "H", "H", "H", "H", "H", "H", "H", "S", "C", "N", "C", "C", "C", "N", "H", "H", "H", "H", "C", "S", "O", "C", "C", "C", "C", "C", "C", "H", "H", "H", "H", "H", "H", "H", "H"],
  "xyz": [[-0.05472, 1.21548, 0.42471], [3.62213, -0.60768, 3.12529], [2.18554, -0.56730, 3.29811], [1.43993, 0.54871, 3.30588], [2.09543, 1.72641, 3.22542], [-0.23604, 0.48662, 3.46380], [3.95482, -1.62958, 3.28745], [4.11550, 0.02446, 3.86568], [3.92676, -0.30172, 2.12025], [1.64808, -1.41857, 3.25555], [3.00727, 1.74585, 2.79731], [1.48822, 2.50598, 2.99297], [1.74648, -2.58154, -2.65434], [1.85962, -1.16422, -2.95922], [1.83657, -0.61208, -4.22459], [1.86720, 0.72679, -4.06026], [1.90511, 0.96564, -2.70202], [1.89795, 2.29218, -2.08428], [1.88206, -0.19139, -2.02928], [1.91668, -0.46122, -0.18807], [1.60398, -3.10822, -3.59494], [0.88977, -2.72841, -2.00181], [2.64954, -2.93667, -2.16260], [1.80486, -1.21677, -5.11108], [1.86756, 1.52754, -4.77585], [1.83517, 3.02381, -2.88574], [2.81161, 2.43777, -1.51060], [1.04394, 2.40371, -1.40969], [0.41890, 3.55224, 0.92986], [-1.18921, 2.96025, 0.67123], [-2.07122, 2.90055, 1.78657], [-3.40666, 2.81594, 1.67480], [-4.00551, 2.90681, 0.46660], [-3.12100, 3.11095, -0.64753], [-1.83862, 3.16634, -0.58414], [-1.61193, 2.74857, 2.67670], [-3.95244, 2.69458, 2.60193], [-5.07727, 2.86882, 0.35890], [-3.55155, 3.23072, -1.64049], [-3.30856, -0.23363, -0.87135], [-1.57490, -0.47170, -0.51302], [-1.03722, -1.02829, -1.79831], [-1.78388, -1.84994, 0.61459], [-1.39038, -3.10512, 0.18933], [-1.53147, -4.18498, 1.05321], [-2.06061, -3.99923, 2.32176], [-2.45192, -2.73055, 2.73485], [-2.30786, -1.64914, 1.88321], [-3.64298, -1.17458, -1.30396], [-3.36942, 0.57429, -1.59573], [-3.86338, 0.02380, 0.02818], [-0.98843, -3.22230, -0.80698], [-1.22503, -5.17209, 0.73221], [-2.16472, -4.84114, 2.99341], [-2.84890, -2.58004, 3.72973], [-2.57143, -0.65204, 2.21791]],
  "mulliken_charge": [-0.0788, -1.0791, -0.0812, 0.4026, -0.4054, -0.3646, 0.3273, 0.3882, 0.2981, 0.2210, 0.2576, 0.1493, -0.5717, 0.3109, -0.3541, -0.4556, 0.2186, -0.5955, -0.1290, -0.4597, 0.3210, 0.0658, 0.3140, 0.4396, 0.4170, 0.2710, 0.3182, 0.1314, -0.2844, -0.2528, 0.0321, -0.1577, -0.6995, -0.2043, -0.3350, 0.2351, 0.4094, 0.4317, 0.4845, -1.1638, 1.0752, -0.7475, 0.7390, -0.4925, -0.6722, -0.4533, -0.7604, -0.4637, 0.4760, 0.2821, 0.3889, 0.2745, 0.4060, 0.3971, 0.3960, 0.3830]
}


# 2
{
  "formula": "C37H36BN4O4Sn",
  "method": "ωB97M-V/def2-TZVPD",
  "total_energy_ev": -59604.25126,
  "lumo_energy_ha": -0.2194,
  "total_charge": 1,
  "max_force_ev_per_a": 3.688,
  "homo_energy_ha": -0.4059,
  "elements": ["Sn", "B", "N", "C", "C", "C", "N", "N", "C", "C", "C", "N", "H", "H", "H", "H", "H", "H", "H", "H", "C", "C", "C", "O", "C", "C", "O", "C", "O", "C", "C", "C", "C", "C", "C", "C", "C", "C", "C", "C", "C", "C", "O", "C", "C", "C", "C", "C", "C", "C", "C", "C", "C", "C", "C", "H", "H", "H", "H", "H", "H", "H", "H", "H", "H", "H", "H", "H", "H", "H", "H", "H", "H", "H", "H", "H", "H", "H", "H", "H", "H", "H", "H"],
  "xyz": [[-0.04390, 0.13624, -0.12266], [1.55180, 2.79994, -2.25563], [0.06332, 2.84197, -1.85631], [-0.69785, 3.93182, -1.97212], [-2.03539, 3.57559, -1.82452], [-2.00906, 2.20940, -1.61326], [-0.73083, 1.78084, -1.65107], [2.32450, 1.58979, -1.69406], [3.52029, 1.19696, -2.13731], [4.04293, 0.24304, -1.26831], [3.07982, 0.10377, -0.28640], [2.05409, 0.93882, -0.55535], [2.06740, 3.80798, -1.86446], [1.62373, 2.75171, -3.45157], [-0.26078, 4.89615, -2.16274], [-2.89876, 4.21293, -1.86797], [-2.81851, 1.50682, -1.49518], [3.94022, 1.62084, -3.03243], [4.97926, -0.27837, -1.33505], [3.07100, -0.50066, 0.60725], [-4.61836, -3.43155, 3.15470], [-3.95658, -2.56570, 2.09598], [-4.98298, -2.04364, 1.09502], [-2.94555, -3.30010, 1.42287], [-1.68207, -2.67744, 1.61192], [-2.09865, -1.26748, 2.03205], [-3.30221, -1.46088, 2.71236], [-1.06828, -0.40422, 2.80379], [0.01985, -0.16470, 1.97976], [-1.71586, 0.92281, 3.23252], [-1.70667, 1.38193, 4.54427], [-2.22990, 2.62980, 4.85724], [-2.76272, 3.43987, 3.86819], [-2.77259, 2.99487, 2.55462], [-2.23946, 1.75626, 2.24708], [-0.56388, -1.17505, 4.04721], [0.79630, -1.15722, 4.34185], [1.26115, -1.73014, 5.51630], [0.37859, -2.32815, 6.40073], [-0.97472, -2.36440, 6.09976], [-1.44589, -1.79548, 4.92444], [-0.86977, -2.79532, 0.28515], [-1.05012, -1.70382, -0.53117], [-1.33873, -4.07097, -0.46235], [-1.14976, -5.32667, 0.10028], [-1.55457, -6.45703, -0.59066], [-2.11592, -6.34512, -1.85458], [-2.32525, -5.09034, -2.40320], [-1.93017, -3.95507, -1.71303], [0.64653, -3.07441, 0.46130], [1.29585, -3.12550, 1.68853], [2.66300, -3.37888, 1.73922], [3.38041, -3.63406, 0.58244], [2.74045, -3.55615, -0.64809], [1.38757, -3.26974, -0.70752], [-5.13436, -4.25875, 2.67267], [-5.33085, -2.82790, 3.71373], [-3.86973, -3.84079, 3.83186], [-5.45773, -2.87800, 0.58382], [-4.48794, -1.41034, 0.35863], [-5.73299, -1.45586, 1.62048], [-1.16750, -3.19175, 2.42773], [-2.31398, -0.69712, 1.10583], [-1.27614, 0.78260, 5.33305], [-2.20302, 2.97832, 5.88090], [-3.16356, 4.41218, 4.11780], [-3.19169, 3.61621, 1.77411], [-2.23911, 1.42892, 1.20766], [1.47771, -0.66485, 3.66417], [2.31841, -1.68592, 5.74209], [0.74233, -2.75621, 7.32475], [-1.67319, -2.82727, 6.78395], [-2.50226, -1.81214, 4.71116], [-0.69186, -5.43133, 1.07540], [-1.41106, -7.43192, -0.14542], [-2.38167, -7.23307, -2.41105], [-2.79973, -4.98590, -3.36978], [-2.09146, -2.97243, -2.13098], [0.77196, -2.97244, 2.61923], [3.15910, -3.39629, 2.70105], [4.42371, -3.91334, 0.63862], [3.29181, -3.73420, -1.56166], [0.89265, -3.23090, -1.66942]],
  "mulliken_charge": [1.1802, 0.0608, 0.2678, -0.2293, -1.0087, -0.1373, -0.3894, 0.2047, -0.2123, -1.0731, -0.0353, -0.3107, -0.0808, -0.0815, 0.4747, 0.4706, 0.5984, 0.4784, 0.4503, 0.6143, -1.7740, 1.0944, -1.5624, -0.4283, -0.0316, -1.4126, -0.4963, 3.5864, -0.6961, 0.1299, -0.5083, -0.9736, -0.6297, -1.0320, 0.1486, -0.7098, -0.2828, -0.8236, -0.6933, -1.1023, 0.0822, 1.8469, -0.9923, 0.2502, -0.2809, -0.9611, -0.5944, -0.8894, -0.5649, -0.1088, 0.0236, -0.8561, -0.6990, -0.8281, -0.3283, 0.4215, 0.3890, 0.3884, 0.3856, 0.2558, 0.3942, 0.9609, 1.1997, 0.4217, 0.4456, 0.4254, 0.4555, -0.1023, 0.4197, 0.4826, 0.4193, 0.4721, 0.7230, 0.3947, 0.4539, 0.4296, 0.4470, 0.3289, 0.2668, 0.5201, 0.4189, 0.4956, 0.5426]
}


# 3
{
  "formula": "C31H26BF9O2S",
  "method": "ωB97M-V/def2-TZVPD",
  "total_energy_ev": -72631.70475,
  "lumo_energy_ha": -0.1712,
  "total_charge": 0,
  "max_force_ev_per_a": 2.512,
  "e_above_lowest_ev": 0.000,
  "homo_energy_ha": -0.2338,
  "elements": ["C", "C", "C", "C", "C", "B", "C", "C", "C", "C", "F", "F", "F", "C", "C", "C", "F", "F", "F", "C", "O", "C", "C", "C", "C", "C", "O", "S", "H", "H", "H", "H", "H", "H", "H", "H", "H", "H", "H", "H", "H", "H", "H", "H", "H", "H", "F", "C", "C", "C", "F", "C", "C", "C", "C", "C", "C", "C", "C", "F", "C", "C", "H", "H", "H", "H", "H", "H", "H", "H"],
  "xyz": [[-4.86081, 5.87143, -1.66492], [-4.12490, 4.58465, -1.77075], [-3.79545, 3.88781, -2.92791], [-2.99116, 2.71901, -2.68367], [-2.70519, 2.55192, -1.34502], [-1.79009, 1.43583, -0.68194], [-0.26195, 2.02145, -0.76491], [0.23844, 2.76751, 0.28757], [1.58798, 3.09481, 0.29567], [2.18094, 3.81832, 1.46207], [2.83641, 4.95377, 1.07037], [1.23823, 4.18215, 2.38047], [3.09484, 3.02879, 2.11580], [2.43124, 2.72235, -0.74855], [1.87899, 2.05230, -1.82739], [2.73883, 1.61789, -2.97455], [2.76984, 0.24770, -3.06914], [2.25389, 2.08883, -4.16415], [4.03025, 2.03945, -2.85602], [0.52264, 1.72235, -1.85768], [-2.17184, 1.29069, 0.69312], [-1.99028, 0.04202, 1.31659], [-2.36089, -1.15814, 0.37703], [-1.75852, -2.39920, 0.97067], [-3.87114, -1.29534, 0.27137], [-1.72996, -0.98682, -1.04795], [-1.90260, 0.31269, -1.55607], [-3.54843, 3.70899, -0.35796], [-5.19369, 6.18032, -2.66810], [-5.73576, 5.75468, -1.00652], [-4.20113, 6.64892, -1.24743], [-4.10639, 4.23066, -3.92269], [-2.63778, 2.07071, -3.48301], [-0.40793, 3.07983, 1.09834], [3.48418, 2.96901, -0.73087], [0.10228, 1.22771, -2.72732], [-0.93122, -0.03962, 1.63680], [-2.62939, 0.03341, 2.21500], [-1.94669, -3.27601, 0.33576], [-0.67230, -2.25886, 1.04415], [-2.14520, -2.58660, 1.98097], [-4.11425, -2.16727, -0.35113], [-4.29108, -1.45748, 1.27334], [-4.31722, -0.39219, -0.16926], [-0.64505, -1.20624, -1.01203], [-2.20341, -1.67215, -1.77004], [3.00804, -3.87239, -2.80967], [2.23891, -4.25290, -1.73151], [1.46879, -5.41478, -1.86428], [0.73029, -5.78097, -0.73457], [-0.05835, -6.90995, -0.81918], [0.68718, -5.02519, 0.41657], [1.42116, -3.80038, 0.50897], [1.28244, -3.06453, 1.72602], [2.28685, -2.31187, 2.39788], [2.13815, -2.17788, 3.80858], [3.00607, -1.40830, 4.56513], [4.03960, -0.68737, 3.94311], [4.24399, -0.89892, 2.58305], [5.24832, -0.18855, 1.96197], [3.43341, -1.70934, 1.80047], [2.20308, -3.42289, -0.62052], [1.45976, -6.00103, -2.77082], [0.08346, -5.34170, 1.27031], [0.51419, -3.46301, 2.40359], [1.30980, -2.71064, 4.28708], [2.85922, -1.32584, 5.64061], [4.67721, -0.00790, 4.50374], [3.64249, -1.81888, 0.74155], [2.72874, -2.46683, -0.64622]],
  "mulliken_charge": [-1.1871, 0.5330, -0.6139, -0.9665, 0.3580, 1.7937, 0.0722, -0.7771, 0.2598, 0.7007, -0.2757, -0.2890, -0.2413, -1.2560, 0.1387, 0.8410, -0.2287, -0.2749, -0.3035, -0.6787, -0.7321, -1.2198, 2.5818, -1.3663, -2.0734, -1.0937, -0.7027, -0.2527, 0.3208, 0.2834, 0.2469, 0.2845, 0.3905, 0.6736, 0.5395, 0.4961, 0.2811, 0.3406, 0.4583, -0.3161, 0.4598, 0.4433, 0.4536, 0.2842, 0.2250, 0.3807, -0.2940, 0.0131, -0.6636, 0.2683, -0.2994, -0.7954, 1.5335, -0.8776, 1.2882, -0.5558, -0.5951, -0.4671, 0.1283, -0.3152, -0.5364, -0.3678, 0.5368, 0.4479, 0.2707, 0.3953, 0.4032, 0.4800, 0.2934, 0.7174]
}


# 4
{
  "formula": "C2H5CoO3",
  "method": "ωB97M-V/def2-TZVPD",
  "s_squared": 8.766,
  "total_energy_ev": -45877.70538,
  "lumo_energy_ha": [-0.5589, -0.7572],
  "total_charge": 3,
  "max_force_ev_per_a": 2.699,
  "homo_energy_ha": [-0.9959, -0.9799],
  "spin_multiplicity": 6,
  "elements": ["H", "O", "O", "C", "H", "Co", "O", "C", "H", "H", "H"],
  "xyz": [[0.59475, 3.07702, -0.26714], [-0.43057, 1.39019, -0.79447], [-0.39773, 0.37838, -1.59423], [0.81477, 2.08752, -0.68678], [1.22883, 2.06704, -1.69742], [-1.27163, -1.16439, -0.99142], [-1.04872, -2.30790, 0.42988], [-0.40292, -2.35066, 1.47278], [-0.34365, -3.30531, 2.02014], [1.48369, 1.55689, 0.05636], [-0.22682, -1.42877, 2.05231]],
  "mulliken_charge": [0.3213, 0.3452, -0.0778, -0.3314, 0.3583, 1.4164, -0.2657, 0.2242, 0.3301, 0.3833, 0.2961]
}